a) C5H7NS2 in the gas phase. Source: OMol25; level of theory: ωB97M-V/def2-TZVPD.

```
15
C5H7NS2 ωB97M-V/def2-TZVPD
C -1.806 0.521 1.519
C -1.775 0.485 -0.012
C 1.116 0.015 -0.099
C 0.492 1.278 -0.646
C -0.829 1.417 -0.732
H -2.369 -0.330 1.958
H -2.249 1.519 1.847
H -0.758 0.556 1.839
H -2.796 0.677 -0.331
H 0.503 -1.834 0.711
H 1.224 2.055 -0.947
H -1.257 2.256 -1.289
N 0.294 -1.056 0.091
S -1.310 -1.182 -0.560
S 2.714 -0.056 0.272
```

The value obtained for the orbital gap is 8.01 eV. The SMILES is C[C@H]1C=CC(=S)NS1. The LUMO energy is -0.3370 eV. As for the HOMO energy: -0.307 hartree.



b) A molecular structure, C5H7NS2. Source: OMol25; level of theory: ωB97M-V/def2-TZVPD.

```
15
C5H7NS2 ωB97M-V/def2-TZVPD
C -1.084 0.193 0.046
C 0.553 1.920 0.121
C 1.247 0.615 0.615
C 0.810 -1.578 0.136
C 0.070 -0.390 0.842
H -1.250 1.793 -1.133
H 0.402 2.645 0.961
H 0.992 2.428 -0.755
H 1.869 0.779 1.507
H 0.242 -2.151 -0.581
H 1.321 -2.225 0.930
H -0.269 -0.741 1.871
N -0.767 1.394 -0.367
S -2.547 -0.557 -0.139
S 2.077 -0.496 -0.535
```

The value obtained for the orbital gap is 8.82 eV. The LUMO energy is 0.5541 eV. As for the HOMO energy: -0.304 hartree.



From most stable to least stable, the computed energies give b), a).



a) C5H7NS2 in the gas phase. Source: OMol25; level of theory: ωB97M-V/def2-TZVPD.

```
15
C5H7NS2 ωB97M-V/def2-TZVPD
C -0.176 0.215 -2.630
C -0.012 -0.100 -1.210
C -0.733 0.265 -0.118
C -0.148 0.078 1.157
C 1.271 -0.766 -0.788
H -2.125 0.475 -3.088
H -1.417 1.884 -2.746
H -0.154 -0.717 -3.157
H 0.730 0.758 -2.976
H -1.667 0.852 -0.145
H 1.331 -1.864 -1.151
H 2.132 -0.300 -1.284
N -1.247 0.968 -3.212
S -0.829 0.399 2.610
S 1.372 -0.775 1.050
```

The value obtained for the orbital gap is 7.97 eV. The SMILES is NCC1=CC(=S)SC1. The LUMO energy is -0.5046 eV. As for the HOMO energy: -0.312 hartree.



b) C5H7NS2 in the gas phase. Source: OMol25; level of theory: ωB97M-V/def2-TZVPD.

```
15
C5H7NS2 ωB97M-V/def2-TZVPD
C 0.296 0.424 0.035
C -0.479 -0.903 -0.101
C 1.700 0.172 -0.012
C -0.133 1.867 -0.034
C -1.971 -1.062 0.061
N 1.982 -1.168 -0.151
S 2.907 1.289 -0.022
S 0.658 -2.163 0.028
H -1.137 1.876 0.370
H 0.115 2.202 -1.120
H 0.471 2.478 0.588
H -2.206 -2.207 -0.230
H -2.597 -0.475 -0.676
H -2.391 -0.830 1.029
H 2.788 -1.502 0.235
```

The value obtained for the orbital gap (spin up / spin down) is 7.43 / 7.43 eV. The SMILES is Cc1s[nH]c(=S)c1C. The LUMO energy (spin up / spin down) is -0.2282 / -0.2285 eV. As for the HOMO energy (spin up / spin down): -0.281 / -0.281 hartree.



From most stable to least stable, the computed energies give a), b).